DFT (the ωB97M-V functional and the def2-TZVPD basis) results for one molecule with the formula C5H15ClN3P at a distorted geometry.

## Properties
HOMO-LUMO gap (spin up / spin down)	5.8 / 4.1	eV
lowest unoccupied orbital energy (spin up / spin down)	0.58 / -3.95	eV
strongest force on any atom	5.07	eV/A
2S+1	3
<S²>	2.01

Last columns: bonded neighbours and bond lengths (Å).
Geometry (Å):
1 C 2.02 -0.05 2.21  N6 1.437, H11 1.087, H12 1.134, H13 1.235
2 C -1.36 2.29 0.73  N7 1.477, H14 1.046, H15 1.134, H16 1.121
3 C -2.30 0.55 -0.65  N7 1.442, H17 1.101, H18 1.147, H19 1.116
4 C 0.25 -1.05 -2.13  N8 1.459, H20 1.138, H21 1.036, H22 1.099
5 C 1.06 -2.14 -0.07  N8 1.437, H23 1.130, H24 1.060, H25 1.097
6 N 0.71 0.34 1.77  C1 1.437, P9 1.545
7 N -1.16 0.96 0.13  C2 1.477, C3 1.442, P9 1.575
8 N 0.44 -1.00 -0.68  C4 1.459, C5 1.437, P9 1.681
9 P 0.30 0.37 0.28  N6 1.545, N7 1.575, N8 1.681, Cl10 2.600
10 Cl 1.43 2.19 -1.19  P9 2.600
11 H 2.68 0.16 1.37  C1 1.087
12 H 1.93 -1.17 2.35  C1 1.134
13 H 2.19 0.42 3.34  C1 1.235
14 H -0.43 2.47 1.17  C2 1.046
15 H -1.54 3.01 -0.13  C2 1.134
16 H -2.35 2.15 1.23  C2 1.121
17 H -3.32 0.69 -0.26  C3 1.101
18 H -2.50 1.10 -1.63  C3 1.147
19 H -2.27 -0.53 -0.96  C3 1.116
20 H 1.21 -1.57 -2.46  C4 1.138
21 H -0.62 -1.60 -2.23  C4 1.036
22 H 0.09 0.00 -2.42  C4 1.099
23 H 0.85 -2.08 1.04  C5 1.130
24 H 0.66 -3.06 -0.41  C5 1.060
25 H 2.06 -2.42 -0.42  C5 1.097



DFT (the ωB97M-V functional and the def2-TZVPD basis) results for a 2-piece molecular cluster, C5H15N overall at a distorted geometry.

## Properties
energy above the lowest of the compared OMol25 structures with the same formula, charge and spin	233.0	kJ/mol
HOMO-LUMO gap	10.5	eV
SMILES	CCC.CNC
lowest unoccupied orbital energy	0.97	eV
strongest force on any atom	5.66	eV/A
2S+1	1

Last columns: bonded neighbours and bond lengths (Å).
Geometry (Å):
1 C -3.65 1.14 -0.16  C2 1.516, H4 1.157, H5 1.146, H6 1.146
2 C -3.00 -0.03 0.55  C1 1.516, C3 1.708, H7 1.080, H8 1.129
3 C -1.29 0.03 0.61  C2 1.708, H9 1.105, H10 1.055, H11 1.123
4 H -2.98 1.60 -0.99  C1 1.157
5 H -3.75 2.05 0.53  C1 1.146
6 H -4.61 0.81 -0.68  C1 1.146
7 H -3.25 -0.94 0.03  C2 1.080
8 H -3.52 -0.32 1.51  C2 1.129
9 H -1.03 0.00 -0.46  C3 1.105
10 H -1.15 0.71 1.40  C3 1.055
11 H -1.00 -1.02 0.88  C3 1.123
12 C 2.07 0.19 -0.87  N13 1.450, H15 1.110, H16 1.172, H17 1.177
13 N 3.50 -0.04 -0.74  C12 1.450, C14 1.476, H18 1.036
14 C 3.63 -1.17 0.19  N13 1.476, H19 1.155, H20 1.149, H21 1.087
15 H 1.55 0.57 0.03  C12 1.110
16 H 2.15 0.96 -1.74  C12 1.172
17 H 1.48 -0.74 -1.30  C12 1.177
18 H 3.71 0.76 -0.12  N13 1.036
19 H 4.65 -1.05 0.73  C14 1.155
20 H 3.62 -2.17 -0.38  C14 1.149
21 H 2.88 -1.35 0.95  C14 1.087



DFT (the ωB97M-V functional and the def2-TZVPD basis) results for a 2-piece molecular cluster, C5H15N overall at a distorted geometry.

## Properties
energy above the lowest of the compared OMol25 structures with the same formula, charge and spin	197.9	kJ/mol
HOMO-LUMO gap	9.0	eV
SMILES	CCC.CNC
lowest unoccupied orbital energy	1.06	eV
strongest force on any atom	3.65	eV/A
2S+1	1

Last columns: bonded neighbours and bond lengths (Å).
Geometry (Å):
1 C 1.87 0.92 0.02  C2 1.559, H4 1.107, H5 1.108, H6 1.083
2 C 2.04 -0.57 0.46  C1 1.559, C3 1.509, H7 1.100, H8 1.177
3 C 3.10 -1.47 -0.13  C2 1.509, H9 1.152, H10 1.095, H11 1.126
4 H 1.47 0.87 -1.01  C1 1.107
5 H 2.91 1.31 0.11  C1 1.108
6 H 1.11 1.47 0.56  C1 1.083
7 H 1.11 -1.16 0.34  C2 1.100
8 H 2.12 -0.49 1.63  C2 1.177
9 H 3.02 -1.34 -1.27  C3 1.152
10 H 4.11 -1.07 0.01  C3 1.095
11 H 3.07 -2.43 0.45  C3 1.126
12 C -3.37 -0.27 -0.93  N13 1.417, H15 1.106, H16 1.123, H17 1.054
13 N -2.16 0.32 -0.49  C12 1.417, C14 1.558, H18 1.019
14 C -1.88 0.98 0.90  N13 1.558, H19 1.110, H20 1.075, H21 1.111
15 H -4.15 0.50 -0.79  C12 1.106
16 H -3.56 -0.54 -2.00  C12 1.123
17 H -3.72 -0.97 -0.22  C12 1.054
18 H -1.59 0.79 -1.19  N13 1.019
19 H -1.05 0.36 1.27  C14 1.110
20 H -2.76 0.74 1.47  C14 1.075
21 H -1.69 2.07 0.79  C14 1.111



DFT (the ωB97M-V functional and the def2-TZVPD basis) results for a 2-piece molecular cluster, C5H15N2 overall at a distorted geometry.

## Properties
energy above the lowest of the compared OMol25 structures with the same formula, charge and spin	204.1	kJ/mol
HOMO-LUMO gap (spin up / spin down)	3.6 / 9.4	eV
lowest unoccupied orbital energy (spin up / spin down)	0.87 / 0.65	eV
strongest force on any atom	1.14	eV/A
2S+1	2
<S²>	0.75

Last columns: bonded neighbours and bond lengths (Å).
Geometry (Å):
1 C -0.95 -1.37 -1.57  C2 1.505, H5 1.097, H6 1.093, H7 1.083
2 C 0.37 -1.45 -0.85  C1 1.505, C3 1.349, N4 1.398
3 C 1.46 -0.76 -1.25  C2 1.349, H8 1.085, H9 1.079
4 N 0.43 -2.29 0.27  C2 1.398, H10 1.006, H11 1.007
5 H -1.65 -0.75 -0.99  C1 1.097
6 H -1.38 -2.37 -1.55  C1 1.093
7 H -0.84 -0.98 -2.57  C1 1.083
8 H 2.42 -1.00 -0.80  C3 1.085
9 H 1.48 -0.12 -2.11  C3 1.079
10 H -0.15 -3.11 0.22  N4 1.006
11 H 1.37 -2.55 0.50  N4 1.007
12 C -0.70 2.36 0.17  N13 1.485, H15 1.093, H16 1.089, H17 1.088
13 N 0.33 1.49 0.78  C12 1.485, C14 1.478, H18 1.047, H19 1.057
14 C -0.19 0.71 1.93  N13 1.478, H20 1.089, H21 1.089, H22 1.091
15 H -0.22 2.96 -0.59  C12 1.093
16 H -1.45 1.75 -0.33  C12 1.089
17 H -1.13 3.01 0.93  C12 1.088
18 H 1.14 2.08 1.10  N13 1.047
19 H 0.70 0.81 0.06  N13 1.057
20 H -0.49 1.37 2.74  C14 1.089
21 H 0.55 -0.01 2.29  C14 1.089
22 H -1.09 0.20 1.60  C14 1.091



DFT (the ωB97M-V functional and the def2-TZVPD basis) results for a 2-piece molecular cluster, C5H15N2 overall at a distorted geometry.

## Properties
energy above the lowest of the compared OMol25 structures with the same formula, charge and spin	159.1	kJ/mol
HOMO-LUMO gap (spin up / spin down)	9.3 / 9.2	eV
lowest unoccupied orbital energy (spin up / spin down)	0.95 / -0.18	eV
strongest force on any atom	4.39	eV/A
2S+1	2
<S²>	0.75

Last columns: bonded neighbours and bond lengths (Å).
Geometry (Å):
1 C -0.45 -0.52 -1.88  C2 1.612, H8 1.091, H9 1.119, H22 1.080
2 C -1.34 -0.33 -0.55  C1 1.612, C3 1.494, H10 1.106, H11 1.071
3 C -0.53 0.27 0.55  C2 1.494, C4 1.537, H13 1.100
4 C 0.75 -0.51 0.90  C3 1.537, C5 1.563, H14 1.123, H15 1.155
5 C 0.65 -1.85 1.69  C4 1.563, N6 1.495, H16 1.071, H17 1.084
6 N -0.33 -1.60 2.79  C5 1.495, H18 1.020, H19 1.045
7 N 0.49 3.31 -1.66  H12 0.969, H20 0.992, H21 1.084
8 H -0.31 -1.57 -2.15  C1 1.091
9 H 0.60 -0.22 -1.62  C1 1.119
10 H -1.62 -1.39 -0.41  C2 1.106
11 H -2.24 0.19 -0.83  C2 1.071
12 H -0.21 2.98 -2.24  N7 0.969
13 H -0.35 1.36 0.52  C3 1.100
14 H 1.30 0.14 1.63  C4 1.123
15 H 1.47 -0.58 -0.01  C4 1.155
16 H 0.25 -2.62 1.06  C5 1.071
17 H 1.65 -2.12 2.00  C5 1.084
18 H 0.19 -1.22 3.59  N6 1.020
19 H -0.71 -0.80 2.24  N6 1.045
20 H 0.72 2.94 -0.77  N7 0.992
21 H 0.96 4.17 -2.13  N7 1.084
22 H -0.93 -0.05 -2.73  C1 1.080



DFT (the ωB97M-V functional and the def2-TZVPD basis) results for an isolated ion of composition C5H15N2 and charge +1 at a distorted geometry.

## Properties
energy above the lowest of the compared OMol25 structures with the same formula, charge and spin	78.8	kJ/mol
HOMO-LUMO gap	11.1	eV
SMILES	CC[N@@H+](C)CCN
lowest unoccupied orbital energy	-2.63	eV
strongest force on any atom	2.19	eV/A
2S+1	1
charge	+1

Last columns: bonded neighbours and bond lengths (Å).
Geometry (Å):
1 N 2.38 -0.78 0.28  C2 1.477, H9 1.004, H10 0.994
2 C 1.59 -1.20 -0.89  N1 1.477, C3 1.522, H11 1.097, H12 1.086
3 C 0.09 -1.22 -0.61  C2 1.522, N4 1.491, H13 1.087, H14 1.089
4 N -0.34 -0.08 0.25  C3 1.491, C5 1.533, C7 1.513, H8 1.014
5 C -0.55 1.16 -0.62  N4 1.533, C6 1.529, H15 1.081, H16 1.086
6 C -1.05 2.33 0.22  C5 1.529, H17 1.092, H18 1.086, H19 1.090
7 C -1.50 -0.50 1.13  N4 1.513, H20 1.088, H21 1.086, H22 1.079
8 H 0.37 0.23 0.90  N4 1.014
9 H 3.25 -0.44 -0.10  N1 1.004
10 H 2.45 -1.45 1.01  N1 0.994
11 H 1.79 -2.24 -1.14  C2 1.097
12 H 2.01 -0.66 -1.73  C2 1.086
13 H -0.57 -1.24 -1.48  C3 1.087
14 H -0.10 -2.11 -0.02  C3 1.089
15 H 0.41 1.38 -1.07  C5 1.081
16 H -1.32 0.86 -1.33  C5 1.086
17 H -1.48 3.10 -0.42  C6 1.092
18 H -0.30 2.76 0.89  C6 1.086
19 H -1.93 2.05 0.79  C6 1.090
20 H -2.12 -1.15 0.52  C7 1.088
21 H -1.06 -1.16 1.87  C7 1.086
22 H -2.03 0.35 1.55  C7 1.079



DFT (the ωB97M-V functional and the def2-TZVPD basis) results for an isolated ion of composition C5H15N2 and charge +1 at a distorted geometry.

## Properties
energy above the lowest of the compared OMol25 structures with the same formula, charge and spin	273.4	kJ/mol
HOMO-LUMO gap	10.9	eV
SMILES	C[NH2+]CC[C@@H](C)N
lowest unoccupied orbital energy	-2.79	eV
strongest force on any atom	6.75	eV/A
2S+1	1
charge	+1

Last columns: bonded neighbours and bond lengths (Å).
Geometry (Å):
1 C -0.82 2.15 -1.59  C2 1.586, H8 1.055, H9 1.070, H10 1.211
2 C -0.51 0.74 -0.94  C1 1.586, C3 1.538, N7 1.442, H11 1.162
3 C -1.02 0.38 0.47  C2 1.538, C4 1.587, H12 1.115, H13 1.117
4 C -0.98 -1.19 0.70  C3 1.587, N6 1.728, H14 1.015, H15 1.119
5 C 1.36 -1.24 1.88  N6 1.377, H16 1.080, H17 1.063, H18 1.093
6 N 0.74 -1.40 0.66  C4 1.728, C5 1.377, H19 1.056, H20 1.055
7 N 0.90 0.51 -1.14  C2 1.442, H21 0.960, H22 1.030
8 H -1.88 2.23 -1.53  C1 1.055
9 H -0.51 2.34 -2.60  C1 1.070
10 H -0.25 2.94 -0.88  C1 1.211
11 H -0.81 -0.17 -1.59  C2 1.162
12 H -2.07 0.75 0.43  C3 1.115
13 H -0.58 1.12 1.18  C3 1.117
14 H -1.26 -1.55 1.60  C4 1.015
15 H -1.35 -1.53 -0.30  C4 1.119
16 H 2.39 -1.46 2.13  C5 1.080
17 H 1.46 -0.21 2.09  C5 1.063
18 H 0.68 -1.76 2.55  C5 1.093
19 H 0.97 -2.33 0.22  N6 1.056
20 H 0.87 -0.72 -0.14  N6 1.055
21 H 1.40 1.25 -0.81  N7 0.960
22 H 1.32 0.25 -2.05  N7 1.030



DFT (the ωB97M-V functional and the def2-TZVPD basis) results for an isolated ion of composition C5H15N2 and charge +1 at a distorted geometry.

## Properties
energy above the lowest of the compared OMol25 structures with the same formula, charge and spin	88.4	kJ/mol
HOMO-LUMO gap	9.7	eV
SMILES	CC(C)NCC[NH3+]
lowest unoccupied orbital energy	-3.48	eV
strongest force on any atom	2.02	eV/A
2S+1	1
charge	+1

Last columns: bonded neighbours and bond lengths (Å).
Geometry (Å):
1 N 0.77 -1.36 -2.10  C2 1.478, H8 1.019, H9 1.027, H10 1.029
2 C -0.56 -0.77 -1.80  N1 1.478, C3 1.546, H11 1.088, H12 1.084
3 C -0.32 0.65 -1.25  C2 1.546, N4 1.435, H13 1.091, H14 1.094
4 N 0.57 0.58 -0.13  C3 1.435, C6 1.487, H15 1.009
5 C 1.04 0.36 2.27  C6 1.508, H16 1.086, H17 1.099, H18 1.095
6 C 0.05 0.07 1.17  N4 1.487, C5 1.508, C7 1.512, H19 1.103
7 C -1.35 0.55 1.46  C6 1.512, H20 1.097, H21 1.096, H22 1.092
8 H 1.20 -0.67 -2.71  N1 1.019
9 H 1.38 -1.41 -1.27  N1 1.027
10 H 0.80 -2.30 -2.52  N1 1.029
11 H -1.07 -1.28 -0.99  C2 1.088
12 H -1.21 -0.71 -2.67  C2 1.084
13 H -1.32 1.03 -1.00  C3 1.091
14 H 0.12 1.27 -2.03  C3 1.094
15 H 1.07 1.43 0.09  N4 1.009
16 H 0.76 -0.05 3.23  C5 1.086
17 H 1.26 1.43 2.44  C5 1.099
18 H 2.05 0.01 2.00  C5 1.095
19 H 0.04 -1.03 1.07  C6 1.103
20 H -1.67 0.64 2.50  C7 1.097
21 H -1.51 1.62 1.26  C7 1.096
22 H -2.10 -0.06 0.96  C7 1.092



DFT (the ωB97M-V functional and the def2-TZVPD basis) results for an isolated ion of composition C5H15N2 and charge +1 at a distorted geometry.

## Properties
energy above the lowest of the compared OMol25 structures with the same formula, charge and spin	261.1	kJ/mol
HOMO-LUMO gap	11.0	eV
SMILES	CC(C)[C@H]([NH3+])CN
lowest unoccupied orbital energy	-3.38	eV
strongest force on any atom	5.11	eV/A
2S+1	1
charge	+1

Last columns: bonded neighbours and bond lengths (Å).
Geometry (Å):
1 N 1.57 -0.96 -0.59  C2 1.565, H8 1.027, H9 1.115, H10 1.008
2 C 0.81 0.05 0.34  N1 1.565, C3 1.698, C6 1.502, H11 1.134
3 C -0.05 1.02 -0.75  C2 1.698, C4 1.565, C5 1.490, H12 1.128
4 C -1.24 0.30 -1.47  C3 1.565, H13 1.117, H14 1.170, H15 1.111
5 C -0.61 2.04 0.18  C3 1.490, H16 1.229, H17 1.103, H18 1.083
6 C 0.04 -0.58 1.47  C2 1.502, N7 1.438, H19 1.098, H20 1.139
7 N -0.15 -1.92 0.99  C6 1.438, H21 1.044, H22 0.988
8 H 1.10 -1.86 -0.65  N1 1.027
9 H 2.52 -1.18 -0.04  N1 1.115
10 H 1.88 -0.74 -1.52  N1 1.008
11 H 1.62 0.65 0.87  C2 1.134
12 H 0.62 1.38 -1.57  C3 1.128
13 H -1.37 -0.79 -1.26  C4 1.117
14 H -0.94 0.24 -2.60  C4 1.170
15 H -2.15 0.89 -1.23  C4 1.111
16 H -1.76 1.62 0.31  C5 1.229
17 H -0.58 3.08 -0.18  C5 1.103
18 H -0.07 2.13 1.12  C5 1.083
19 H -0.77 -0.01 1.94  C6 1.098
20 H 0.75 -0.55 2.36  C6 1.139
21 H -0.18 -2.69 1.69  N7 1.044
22 H -1.03 -2.14 0.59  N7 0.988



DFT (the ωB97M-V functional and the def2-TZVPD basis) results for an isolated ion of composition C5H15N2 and charge +1 at a distorted geometry.

## Properties
energy above the lowest of the compared OMol25 structures with the same formula, charge and spin	93.8	kJ/mol
HOMO-LUMO gap	10.4	eV
SMILES	CCNCC[NH2+]C
lowest unoccupied orbital energy	-3.03	eV
strongest force on any atom	2.09	eV/A
2S+1	1
charge	+1

Last columns: bonded neighbours and bond lengths (Å).
Geometry (Å):
1 C 0.35 -0.26 -1.43  N2 1.441, C5 1.533, H8 1.103, H9 1.088
2 N 1.14 -0.07 -0.24  C1 1.441, C3 1.491, H10 1.015
3 C 1.34 -1.24 0.67  N2 1.491, C4 1.544, H11 1.094, H12 1.089
4 C 1.96 -0.84 2.02  C3 1.544, H13 1.088, H14 1.093, H15 1.086
5 C -1.11 -0.37 -0.99  C1 1.533, N6 1.491, H16 1.086, H17 1.087
6 N -1.38 0.73 -0.02  C5 1.491, C7 1.480, H18 1.015, H19 1.043
7 C -2.09 1.94 -0.49  N6 1.480, H20 1.089, H21 1.085, H22 1.091
8 H 0.54 -1.21 -1.95  C1 1.103
9 H 0.58 0.58 -2.09  C1 1.088
10 H 2.08 0.25 -0.46  N2 1.015
11 H 2.08 -1.88 0.18  C3 1.094
12 H 0.41 -1.79 0.77  C3 1.089
13 H 2.07 -1.80 2.52  C4 1.088
14 H 2.96 -0.48 1.79  C4 1.093
15 H 1.43 -0.03 2.52  C4 1.086
16 H -1.89 -0.23 -1.74  C5 1.086
17 H -1.18 -1.32 -0.45  C5 1.087
18 H -2.01 0.37 0.68  N6 1.015
19 H -0.48 0.85 0.50  N6 1.043
20 H -1.65 2.29 -1.42  C7 1.089
21 H -3.15 1.74 -0.59  C7 1.085
22 H -1.99 2.78 0.20  C7 1.091